No. 1
The following is a quantum chemistry calculation of a molecular structure, C54H57Ge2N4P2ReS3, from the Open Molecules 2025 dataset.

Summary:
HOMO energy (spin up / spin down) (eV): -10.02 / -10.20
Calculated total energy (hartree): -8420.0735
<S²>: 1.123
HOMO-LUMO gap (spin up / spin down) (eV): 5.963 / 5.671
LUMO level (spin up / spin down) (eV): -4.06 / -4.52

Geometry as ORCA input:
```
! wB97M-V def2-TZVPD RIJCOSX def2/J DEFGRID3
* xyz 1 2
Re 0.232 -0.239 -0.210
S -1.004 3.969 0.602
P -1.893 2.898 -0.737
C -1.046 1.332 -1.157
P -0.489 0.966 -2.803
S 1.340 0.230 -2.251
C -0.284 2.055 -4.228
C 0.972 2.560 -4.543
C 1.133 3.332 -5.686
C 0.044 3.596 -6.502
C -1.212 3.093 -6.182
C -1.378 2.321 -5.049
C -1.429 -0.408 -3.520
C -2.477 -1.020 -2.848
C -3.180 -2.053 -3.450
C -2.817 -2.497 -4.712
C -1.749 -1.908 -5.376
C -1.062 -0.860 -4.790
C -2.090 3.897 -2.248
C -0.978 4.633 -2.669
C -1.080 5.516 -3.727
C -2.299 5.681 -4.374
C -3.408 4.960 -3.960
C -3.307 4.069 -2.897
C -3.572 2.369 -0.282
C -4.261 1.404 -1.008
C -5.562 1.066 -0.664
C -6.184 1.704 0.401
C -5.503 2.673 1.121
C -4.198 3.002 0.788
H 1.822 2.358 -3.906
H 2.109 3.719 -5.938
H 0.172 4.194 -7.393
H -2.061 3.305 -6.815
H -2.355 1.921 -4.808
H -2.736 -0.703 -1.845
H -4.003 -2.519 -2.925
H -3.360 -3.309 -5.177
H -1.457 -2.259 -6.356
H -0.244 -0.390 -5.323
H -0.043 4.542 -2.130
H -0.216 6.086 -4.039
H -2.383 6.382 -5.192
H -4.362 5.102 -4.448
H -4.190 3.537 -2.569
H -3.803 0.943 -1.876
H -6.096 0.321 -1.240
H -7.198 1.443 0.673
H -5.987 3.169 1.951
H -3.649 3.745 1.353
S -1.560 -1.153 0.774
C -1.974 0.167 1.888
N -3.099 0.291 2.525
N -4.065 -0.527 2.259
C -5.309 -0.449 2.914
C -6.312 -1.313 2.498
C -7.561 -1.244 3.093
C -7.804 -0.318 4.097
C -6.787 0.533 4.510
C -5.533 0.474 3.926
N -1.012 1.086 2.181
N 0.024 1.003 1.478
C 1.088 1.892 1.861
C 1.969 2.345 0.892
C 3.001 3.197 1.243
C 3.154 3.597 2.562
C 2.259 3.151 3.527
C 1.221 2.305 3.181
H -3.964 -1.213 1.512
H -6.119 -2.030 1.710
H -8.344 -1.917 2.772
H -8.778 -0.264 4.562
H -6.969 1.250 5.298
H -4.738 1.135 4.235
H 1.828 2.066 -0.146
H 3.680 3.557 0.483
H 3.961 4.260 2.838
H 2.367 3.468 4.554
H 0.508 1.976 3.923
C 2.119 -1.429 4.561
C 1.095 -1.093 3.474
Ge 1.908 -1.227 1.680
C 3.643 -0.285 1.512
C 4.810 -1.125 2.033
C 2.332 -3.114 1.513
C 2.012 -3.818 0.424
Ge 0.867 -2.865 -0.867
C -0.953 -3.669 -1.009
C -1.192 -4.671 -2.140
C 1.729 -2.902 -2.648
C 2.136 -4.286 -3.156
C 2.482 -5.214 0.231
C 3.726 -5.615 0.721
C 4.162 -6.921 0.568
C 3.366 -7.854 -0.079
C 2.132 -7.468 -0.580
C 1.704 -6.159 -0.431
H 1.649 -1.449 5.545
H 2.913 -0.684 4.594
H 2.581 -2.402 4.403
H 0.662 -0.119 3.676
H 0.274 -1.815 3.481
H 3.582 0.671 2.039
H 3.795 -0.051 0.456
H 4.707 -1.349 3.094
H 5.753 -0.592 1.899
H 4.889 -2.073 1.502
H 2.903 -3.590 2.307
H -1.635 -2.835 -1.176
H -1.212 -4.087 -0.034
H -0.787 -4.312 -3.087
H -2.264 -4.816 -2.285
H -0.769 -5.654 -1.947
H 2.623 -2.278 -2.571
H 1.064 -2.398 -3.356
H 2.884 -4.743 -2.509
H 2.568 -4.206 -4.155
H 1.297 -4.977 -3.218
H 4.369 -4.891 1.203
H 5.132 -7.209 0.948
H 3.708 -8.873 -0.198
H 1.503 -8.185 -1.089
H 0.741 -5.864 -0.824
*
```

=====

No. 2
The following is a quantum chemistry calculation of a molecular structure, C46H115F6N10O17PdS2, from the Open Molecules 2025 dataset.

Summary:
HOMO energy (spin up / spin down) (eV): -9.98 / -9.98
Calculated total energy (hartree): -5171.0866
<S²>: 2.004
HOMO-LUMO gap (spin up / spin down) (eV): 7.652 / 5.208
LUMO level (spin up / spin down) (eV): -2.33 / -4.77

Geometry as ORCA input:
```
! wB97M-V def2-TZVPD RIJCOSX def2/J DEFGRID3
* xyz 1 3
Pd -1.880 -1.051 0.361
C -0.446 2.847 -0.434
F -1.720 2.888 -0.830
F 0.333 2.511 -1.451
F -0.139 4.072 -0.019
S -0.230 1.582 0.939
O 0.928 1.982 1.701
O -1.457 1.552 1.693
N -0.129 0.093 0.022
S 1.463 -0.266 -0.195
O 2.398 0.827 -0.439
O 1.971 -1.265 0.726
C 1.475 -1.134 -1.899
F 1.449 -0.248 -2.861
F 2.611 -1.816 -1.939
F 0.489 -2.034 -1.886
C -1.165 -4.197 -0.028
O -0.683 -2.906 0.350
C -0.263 -2.904 1.724
C -1.415 -2.777 2.675
N -1.945 -1.385 2.569
C -3.196 -1.330 3.387
C -3.238 -1.674 4.900
O -2.861 -0.446 5.500
C -2.860 -0.475 6.908
H -1.520 -4.157 -1.061
H -2.044 -4.509 0.538
H -0.284 -4.839 -0.038
H 0.466 -2.113 1.953
H 0.503 -3.620 2.059
H -0.992 -2.864 3.679
H -2.220 -3.498 2.541
H -1.347 -0.754 3.117
H -3.919 -1.943 2.834
H -3.690 -0.357 3.366
H -2.524 -2.478 5.084
H -4.290 -1.849 5.128
H -3.862 -0.417 7.362
H -2.517 0.466 7.346
H -2.362 -1.357 7.312
C 0.302 5.227 -4.105
O -1.047 5.239 -4.502
C -1.809 4.394 -3.659
C -3.301 4.463 -3.915
N -4.018 3.880 -2.774
C -4.106 4.772 -1.615
C -5.111 4.328 -0.566
O -5.105 5.181 0.554
C -5.865 6.376 0.394
H 0.954 5.668 -4.862
H 0.662 4.194 -4.032
H 0.534 5.774 -3.186
H -1.625 4.678 -2.617
H -1.428 3.367 -3.707
H -3.548 3.999 -4.872
H -3.653 5.493 -4.066
H -4.943 3.635 -3.106
H -4.385 5.770 -1.983
H -3.130 4.918 -1.151
H -4.885 3.357 -0.129
H -6.125 4.379 -0.990
H -6.912 6.103 0.221
H -5.526 7.091 -0.352
H -5.914 6.840 1.378
C 6.677 -4.270 1.960
O 5.883 -4.401 0.813
C 4.510 -4.465 1.159
C 3.586 -4.423 -0.082
N 3.886 -5.509 -0.994
C 3.469 -6.857 -0.612
C 1.994 -6.963 -0.320
O 1.668 -6.656 1.028
C 0.585 -7.429 1.534
H 7.761 -4.224 1.898
H 6.341 -5.005 2.704
H 6.485 -3.333 2.511
H 4.095 -3.718 1.844
H 4.454 -5.488 1.553
H 3.566 -3.374 -0.380
H 2.605 -4.624 0.363
H 4.891 -5.461 -1.124
H 4.079 -7.264 0.203
H 3.710 -7.398 -1.530
H 1.548 -7.914 -0.622
H 1.520 -6.224 -0.984
H -0.318 -7.162 0.983
H 0.365 -7.241 2.585
H 0.852 -8.487 1.514
C 1.785 4.740 6.144
O 0.619 5.037 5.405
C 0.827 5.891 4.308
C -0.459 5.954 3.497
N -1.549 6.471 4.363
C -2.870 6.063 3.877
C -3.162 4.563 3.699
O -2.530 3.854 4.754
C -2.879 2.499 4.720
H 1.943 5.299 7.073
H 2.658 4.851 5.496
H 1.672 3.699 6.462
H 1.661 5.774 3.608
H 0.977 6.914 4.687
H -0.683 4.900 3.277
H -0.390 6.566 2.599
H -1.372 5.971 5.232
H -2.915 6.592 2.918
H -3.627 6.504 4.524
H -2.895 4.131 2.731
H -4.257 4.578 3.758
H -2.540 2.017 3.792
H -3.942 2.236 4.779
H -2.315 2.010 5.512
C -2.974 -3.961 -5.247
C -1.955 -4.301 -4.176
C -1.284 -5.697 -4.407
O -0.826 -5.752 -5.758
C -0.619 -7.072 -6.235
N -0.934 -3.251 -4.129
H -3.352 -2.942 -5.149
H -3.875 -4.568 -5.132
H -2.535 -4.064 -6.237
H -2.430 -4.441 -3.196
H -2.096 -6.419 -4.258
H -0.418 -5.874 -3.765
H 0.260 -7.504 -5.746
H -0.494 -7.050 -7.314
H -1.479 -7.702 -5.992
H -0.288 -3.363 -3.358
H -0.429 -3.250 -5.008
C 2.167 0.044 4.066
C 1.077 -0.549 4.998
C 1.424 -0.418 6.456
O 0.587 -1.305 7.191
C 0.864 -1.292 8.583
N -0.191 0.139 4.601
H 2.213 1.127 4.167
H 1.887 -0.298 3.076
H 3.140 -0.323 4.399
H 0.972 -1.632 4.859
H 1.205 0.615 6.762
H 2.461 -0.721 6.625
H 1.939 -1.275 8.778
H 0.360 -2.167 8.987
H 0.434 -0.370 8.994
H -0.885 -0.202 5.263
H 0.061 1.092 4.859
C -2.897 0.013 -3.725
C -2.570 0.006 -2.246
C -3.720 0.514 -1.379
O -3.498 0.409 0.058
C -4.581 0.880 0.832
N -2.281 -1.400 -1.871
H -2.017 -0.087 -4.359
H -3.230 1.000 -4.075
H -3.740 -0.649 -3.925
H -1.750 0.703 -2.066
H -4.712 0.168 -1.687
H -3.769 1.593 -1.573
H -4.339 1.888 1.188
H -4.694 0.207 1.677
H -5.549 1.096 0.371
H -1.591 -1.845 -2.482
H -3.091 -1.967 -2.126
C 3.356 -4.582 -7.329
C 2.625 -3.836 -6.226
C 3.144 -2.439 -5.874
O 4.512 -2.429 -5.534
C 4.962 -1.095 -5.423
N 1.214 -3.768 -6.547
H 4.389 -4.771 -7.033
H 3.290 -4.002 -8.253
H 2.854 -5.534 -7.498
H 2.773 -4.464 -5.340
H 2.453 -2.071 -5.107
H 3.004 -1.762 -6.727
H 4.408 -0.417 -4.769
H 5.014 -0.693 -6.441
H 5.993 -1.025 -5.073
H 0.925 -3.826 -7.513
H 0.655 -4.460 -6.060
C 3.802 4.204 -0.059
C 3.347 4.355 -1.506
C 4.255 5.372 -2.183
O 4.543 6.502 -1.398
C 5.426 7.389 -2.049
N 3.236 3.050 -2.154
H 3.209 3.447 0.452
H 3.588 5.157 0.434
H 4.879 4.029 -0.029
H 2.356 4.820 -1.437
H 4.007 5.669 -3.212
H 5.212 4.858 -2.397
H 5.056 7.630 -3.051
H 6.420 6.949 -1.922
H 5.477 8.377 -1.586
H 2.651 2.489 -1.547
H 4.139 2.587 -2.051
*
```

=====

No. 3
The following is a quantum chemistry calculation of a molecular structure, H12O6, from the Open Molecules 2025 dataset.

Summary:
ΔE to the lowest compared entry with this formula, charge and spin (kcal per mole): 283.2
HOMO energy (eV): -10.08
Calculated total energy (hartree): -458.2212
HOMO-LUMO gap (eV): 8.936
LUMO level (eV): -1.14

Geometry as ORCA input:
```
! wB97M-V def2-TZVPD RIJCOSX def2/J DEFGRID3
* xyz 0 1
H -1.129 -3.305 -0.397
H -0.220 -1.948 -1.479
H -0.326 0.240 -2.234
H 0.123 -1.101 -3.067
H 1.039 1.775 -0.489
H -0.678 2.233 -0.567
H -2.509 -0.922 1.022
H -1.541 -1.612 0.067
H 2.898 2.706 1.327
H 1.398 2.107 1.831
H -0.188 0.110 1.222
H 0.708 -0.723 3.251
O -1.136 -2.178 -0.971
O 0.495 -0.775 -2.106
O 0.048 1.586 -1.211
O -1.522 -1.158 1.050
O 1.958 2.611 0.804
O 0.583 0.351 1.947
*
```

=====

No. 4
The following is a quantum chemistry calculation of a molecular structure, C22H20MnN3O2PS2, from the Open Molecules 2025 dataset.

Summary:
HOMO energy (spin up / spin down) (eV): -10.36 / -10.36
Calculated total energy (hartree): -3453.6098
<S²>: 6.183
HOMO-LUMO gap (spin up / spin down) (eV): 4.625 / 5.139
LUMO level (spin up / spin down) (eV): -5.74 / -5.22

Geometry as ORCA input:
```
! wB97M-V def2-TZVPD RIJCOSX def2/J DEFGRID3
* xyz 1 5
Mn -0.118 -0.466 -0.749
C 3.695 2.978 -0.717
S 4.157 1.504 -1.674
C 2.573 0.723 -1.649
S 2.189 -0.126 -0.193
N 1.827 0.799 -2.701
N 0.643 0.111 -2.487
C -0.107 -0.078 -3.505
C -1.370 -0.803 -3.298
C -2.277 -1.070 -4.289
C -3.449 -1.752 -3.949
C -3.649 -2.143 -2.642
C -2.676 -1.849 -1.691
N -1.569 -1.194 -2.021
H 4.621 3.521 -0.542
H 3.253 2.693 0.235
H 3.013 3.595 -1.296
H 0.219 0.285 -4.475
H -2.078 -0.754 -5.305
H -4.193 -1.961 -4.706
H -4.549 -2.661 -2.341
H -2.787 -2.123 -0.648
O -3.062 -1.041 1.713
C -2.023 -0.442 1.750
O -1.211 -0.453 0.683
C -1.602 0.389 2.936
P 0.234 0.637 3.075
C 0.422 1.765 4.490
C 1.674 1.832 5.105
C 1.923 2.772 6.092
C 0.928 3.662 6.476
C -0.314 3.609 5.866
C -0.564 2.672 4.868
C 0.667 -0.995 3.798
C 1.204 -2.000 3.006
C 1.450 -3.266 3.525
C 1.166 -3.538 4.854
C 0.635 -2.541 5.664
C 0.387 -1.282 5.139
H -1.990 -0.108 3.823
H -2.112 1.347 2.816
H 2.453 1.136 4.809
H 2.898 2.811 6.562
H 1.123 4.396 7.247
H -1.095 4.296 6.166
H -1.540 2.653 4.400
H 1.442 -1.812 1.970
H 1.866 -4.040 2.891
H 1.359 -4.523 5.259
H 0.408 -2.747 6.702
H -0.029 -0.509 5.775
*
```